(1)
{
  "formula": "C6H13N",
  "method": "ωB97M-V/def2-TZVPD",
  "e_homo_ev": -6.1,
  "total_charge": 0,
  "homo_lumo_gap_ev": 5.52,
  "spin_multiplicity": 1,
  "species": ["N", "C", "C", "C", "C", "C", "C", "H", "H", "H", "H", "H", "H", "H", "H", "H", "H", "H", "H", "H"],
  "coordinates": [[-3.373838, 0.416677, 0.230561], [-2.414449, 0.241818, -0.850785], [2.504833, 0.952176, -0.891202], [1.273474, -0.651688, 1.064267], [2.646920, 0.015514, 0.303463], [0.102563, -1.060684, 0.175444], [-1.014737, -0.072836, 0.014198], [-4.153175, 0.646938, -0.367641], [-2.836245, -0.411881, -1.637359], [2.332119, 0.308283, -1.828453], [2.965721, 0.546702, 1.159934], [-3.125876, -0.636607, 0.261256], [-0.184452, 0.326126, -0.521773], [0.921502, 0.213305, 1.711492], [3.471547, -0.649462, 0.110453], [3.415291, 1.433879, -1.097465], [0.008246, -2.111245, 0.069034], [1.569700, -1.551641, 1.694863], [1.739385, 1.697840, -0.906627], [-1.098513, 0.725224, 0.846038]],
  "atomic_forces_ev_per_a": [[1.3, -1.4, -1.1], [5.3, -1.2, 1.8], [-1.1, -2.7, -1.6], [0.7, 1.0, -1.5], [-1.9, -0.3, 1.3], [-1.2, 1.3, 2.0], [-3.3, 0.4, 0.3], [-1.2, -0.5, 0.8], [0.9, 0.2, -0.2], [0.0, 0.9, 1.2], [0.8, 1.0, 0.8], [-2.6, 1.4, 1.5], [1.9, 1.7, -2.2], [0.5, -1.1, -0.5], [-0.2, -0.9, -0.2], [1.4, 0.7, 0.0], [-0.3, -0.8, -1.2], [-0.2, 1.3, -0.8], [-0.7, 0.4, 0.5], [0.1, -1.5, -0.8]]
}

---

(2)
{
  "formula": "C6H13N",
  "method": "ωB97M-V/def2-TZVPD",
  "e_homo_ev": -8.9,
  "total_charge": 0,
  "homo_lumo_gap_ev": 10.11,
  "smiles": "C/C=C/CCCN",
  "spin_multiplicity": 1,
  "species": ["N", "C", "C", "C", "C", "C", "C", "H", "H", "H", "H", "H", "H", "H", "H", "H", "H", "H", "H", "H"],
  "coordinates": [[2.112894, -0.047160, -1.316145], [-0.815027, 0.515314, 3.043239], [-0.923842, 0.114409, 0.607392], [1.121990, -1.137798, -1.141632], [-0.653510, 0.980117, 1.573172], [-0.229202, -0.643112, -1.725390], [-0.886467, 0.423435, -0.858118], [-0.383944, 2.024935, 1.520053], [-0.163442, -0.416244, -2.795943], [-0.457598, 1.408902, -1.048045], [2.096882, 0.251647, -2.284051], [-1.819448, 0.093285, 3.101905], [0.977868, -1.104272, -0.062326], [1.439864, -2.121977, -1.484578], [-1.467543, -0.813388, 0.781310], [-0.325635, -0.466966, 3.111759], [-0.590743, 1.266172, 3.781630], [-0.803156, -1.575358, -1.875878], [3.082445, -0.351551, -1.280076], [-1.913634, 0.468924, -1.249545]],
  "atomic_forces_ev_per_a": [[0.6, -0.1, -1.0], [-0.7, -1.4, -2.0], [-0.7, 1.0, -1.1], [-0.1, 1.9, 0.2], [-0.3, -0.9, 2.1], [1.0, -2.0, -0.3], [-0.6, 0.2, -0.9], [0.4, -0.1, -0.9], [0.4, 0.9, 0.2], [0.2, -0.1, 0.1], [-0.5, 0.3, -0.2], [-0.6, 0.8, 0.5], [-0.1, -0.9, 0.1], [-0.1, 0.0, -0.1], [0.6, -0.2, 0.6], [0.9, 0.7, 0.6], [0.1, -0.2, 0.3], [-0.5, 0.3, 0.9], [-0.1, -0.4, 0.7], [0.0, 0.2, 0.3]]
}

---

(3)
{
  "formula": "C6H13N",
  "method": "ωB97M-V/def2-TZVPD",
  "e_homo_ev": -7.8,
  "total_charge": 0,
  "homo_lumo_gap_ev": 8.87,
  "smiles": "CCC(=CN)CC",
  "spin_multiplicity": 1,
  "species": ["N", "C", "C", "C", "C", "C", "C", "H", "H", "H", "H", "H", "H", "H", "H", "H", "H", "H", "H", "H"],
  "coordinates": [[0.908919, -1.084756, -1.909185], [-0.311013, 0.084969, -0.065324], [0.453167, -2.307240, 0.820862], [0.328834, 0.026246, -1.231535], [-1.027602, 1.380936, 0.302696], [-0.411536, -1.048505, 0.940624], [-0.174031, 2.660003, 0.126046], [-0.333258, 3.203639, -0.797330], [1.395891, -0.825437, -2.744706], [1.553330, -1.555697, -1.282177], [1.506473, -2.033133, 0.927007], [-0.432615, 3.346295, 0.935155], [-0.388586, -0.634309, 1.945882], [0.324702, 0.921856, -1.849637], [-1.983530, 1.425318, -0.221929], [-1.299483, 1.240420, 1.352318], [-1.456808, -1.353931, 0.763549], [0.840465, 2.319879, 0.307242], [0.259358, -2.863521, 1.739301], [0.247323, -2.903036, -0.058860]],
  "atomic_forces_ev_per_a": [[0.1, -0.1, 1.2], [1.0, -0.1, -0.1], [0.2, 0.9, 1.1], [-0.3, 0.3, -0.9], [0.1, -0.5, 0.2], [-1.3, 0.0, -1.3], [-0.7, -0.6, 1.1], [0.3, -0.2, -0.3], [0.2, 0.3, -0.2], [-0.1, -0.3, -0.4], [0.1, -0.1, -0.5], [0.0, 0.1, -0.1], [0.2, 0.0, 0.1], [-0.2, 0.0, 0.0], [0.0, 0.2, -0.1], [0.0, 0.4, 0.1], [0.0, -0.2, 0.6], [0.3, 0.5, -0.4], [-0.1, -0.4, -0.2], [0.1, 0.0, -0.1]]
}

---

(4)
{
  "formula": "C6H13N",
  "method": "ωB97M-V/def2-TZVPD",
  "e_homo_ev": -8.5,
  "total_charge": 0,
  "homo_lumo_gap_ev": 9.61,
  "smiles": "C=CCCCNC",
  "spin_multiplicity": 1,
  "species": ["N", "C", "C", "C", "C", "C", "C", "H", "H", "H", "H", "H", "H", "H", "H", "H", "H", "H", "H", "H"],
  "coordinates": [[1.929669, 0.028978, -1.683390], [1.114014, -0.892206, -0.833539], [-0.239114, -0.355387, -0.315795], [-2.275093, 0.290841, 2.607318], [1.355643, 1.261235, -2.142841], [-1.827531, -0.519423, 1.661985], [-0.390958, -0.568830, 1.197836], [-1.759117, 1.108557, 3.105449], [0.023418, -1.513526, 1.538496], [2.801052, 0.213267, -1.202661], [-0.310294, 0.698382, -0.544240], [0.957800, -1.782115, -1.447309], [1.052392, 1.984674, -1.374971], [0.165729, 0.233800, 1.701665], [2.024181, 1.771902, -2.842346], [-2.493562, -1.241625, 1.189010], [-3.311997, 0.267415, 2.940525], [0.480166, 1.085921, -2.735006], [1.739541, -1.175307, 0.007657], [-1.035945, -0.896545, -0.827844]],
  "atomic_forces_ev_per_a": [[0.3, -0.4, 0.6], [0.1, 0.6, -0.8], [0.5, -0.9, 0.2], [-1.1, 0.5, 0.3], [0.0, 0.6, -0.3], [0.6, 0.1, 0.1], [-0.5, 0.9, 0.1], [0.6, -0.4, -0.3], [0.2, -0.3, -0.2], [-0.1, 0.1, -0.1], [-0.3, 0.2, 0.0], [-0.2, -0.1, 0.2], [0.2, 0.0, 0.1], [0.0, -0.3, 0.1], [0.2, -0.1, 0.3], [0.0, 0.1, 0.2], [0.0, -0.3, -0.3], [-0.7, -0.4, -0.3], [0.1, -0.1, 0.1], [-0.1, 0.2, -0.1]]
}

---

(5)
{
  "formula": "C6H13N",
  "method": "ωB97M-V/def2-TZVPD",
  "e_homo_ev": -7.8,
  "total_charge": 0,
  "homo_lumo_gap_ev": 8.91,
  "smiles": "C[C@H]1CCCN1C",
  "spin_multiplicity": 1,
  "species": ["N", "C", "C", "C", "C", "C", "C", "H", "H", "H", "H", "H", "H", "H", "H", "H", "H", "H", "H", "H"],
  "coordinates": [[-0.135270, -0.528219, -0.795615], [0.613027, 1.315626, 0.622767], [1.321888, -0.601821, -0.699734], [-1.233040, -0.072022, 1.377991], [-1.186392, -0.856255, -1.661989], [-0.584463, 0.532458, 0.121229], [1.719655, 0.215312, 0.632436], [0.500140, 1.572628, 1.704152], [-0.708517, -1.374323, -2.534537], [-1.571334, -0.051725, -2.281267], [-1.352036, 1.345796, -0.402386], [1.792178, -0.407551, 1.620030], [-0.485041, -0.468292, 2.073430], [1.796118, -0.347812, -1.615783], [0.850407, 2.206205, 0.029777], [1.593718, -1.673237, -0.460704], [-1.719052, 0.775966, 2.039735], [-2.057062, -1.369300, -1.299989], [-1.898849, -0.908193, 1.076775], [2.743933, 0.694755, 0.453679]],
  "atomic_forces_ev_per_a": [[-0.7, 3.1, 3.3], [0.9, -0.8, 1.5], [-0.4, -2.8, 2.0], [-1.3, 1.1, 0.9], [2.0, -1.0, -3.9], [-1.7, 1.9, 0.2], [1.1, 0.4, -1.6], [-0.3, 0.5, -1.0], [-0.6, -0.7, 0.8], [-0.3, 1.2, 0.4], [1.6, -2.3, 1.0], [-0.4, 1.0, -2.1], [0.1, -0.2, -0.4], [0.8, 0.7, -0.7], [0.2, -0.4, 0.1], [0.0, 0.8, -0.6], [0.3, -1.8, -1.5], [-0.1, -0.7, 0.7], [0.0, 0.7, 0.6], [-1.3, -0.8, 0.4]]
}

---

(6)
{
  "formula": "C6H13N",
  "method": "ωB97M-V/def2-TZVPD",
  "e_homo_ev": -8.0,
  "total_charge": 0,
  "homo_lumo_gap_ev": 8.74,
  "smiles": "C/C=N/C.C=CC",
  "spin_multiplicity": 1,
  "species": ["N", "C", "C", "C", "C", "C", "C", "H", "H", "H", "H", "H", "H", "H", "H", "H", "H", "H", "H", "H"],
  "coordinates": [[-1.211163, -0.599194, -0.444405], [1.395279, 1.177169, -1.176085], [-1.333122, 1.729494, 0.203194], [-1.311613, -1.952052, 0.043582], [1.146107, 0.458583, -0.078139], [1.667628, -0.909926, 0.227676], [-0.900233, 0.305906, 0.407730], [-0.743285, 2.485302, 0.737612], [1.275805, -1.353018, 1.153246], [-1.387941, 1.972032, -0.858322], [-0.507242, -2.607429, -0.318397], [-2.247460, -2.374674, -0.340034], [0.964489, 2.174620, -1.249878], [-1.329483, -2.009047, 1.145132], [-0.698884, 0.053585, 1.464023], [1.244729, 1.263764, 0.625675], [2.102389, 0.842445, -1.909386], [2.741634, -0.772104, 0.332205], [1.481408, -1.630217, -0.576397], [-2.349049, 1.744767, 0.610961]],
  "atomic_forces_ev_per_a": [[-0.3, 0.3, 0.6], [0.4, -0.1, -0.6], [-0.1, 0.1, -0.1], [0.0, -0.4, 0.1], [2.4, 0.9, -0.3], [0.3, 0.0, 0.0], [-1.8, -0.4, 0.1], [0.0, -0.3, -0.1], [0.0, 0.3, -0.2], [0.0, 0.0, 0.1], [-0.1, 0.2, -0.1], [0.1, 0.0, 0.1], [0.6, 0.0, 0.0], [0.0, 0.0, -0.1], [0.0, -0.1, -0.1], [-1.4, -0.3, 1.8], [-0.5, -0.3, -1.1], [0.2, -0.4, 0.1], [0.1, 0.3, 0.0], [0.0, 0.3, -0.1]]
}

---

In the order shown, the computed max |F| values come out to 0.1118, 0.0504, 0.0351, 0.0237, 0.0882, 0.0503 Eh/bohr.